The following is a DFT calculation (the ωB97M-V functional and the def2-TZVPD basis) of a single C4H9NO2 molecule.

The geometry in XYZ format:
```
16
Properties=species:S:1:pos:R:3:lowdin_charge:R:1
C -1.52673 1.06587 0.80604 -0.11
O -0.68119 0.17149 1.49578 -0.18
C -0.23383 -0.89167 0.68032 -0.18
C 0.69216 -0.38712 -0.40749 -0.34
C 2.04413 0.11164 0.01292 -0.03
N 0.39628 -0.29862 -1.64530 0.04
O -0.88237 -0.77095 -1.93046 -0.07
H -1.93422 1.75462 1.54923 0.09
H -0.98042 1.64088 0.04443 0.09
H -2.35096 0.53522 0.30804 0.09
H -1.07895 -1.43599 0.24335 0.12
H 0.32088 -1.56305 1.34444 0.13
H 2.72069 -0.72873 0.21026 0.08
H 1.95464 0.68988 0.93805 0.08
H 2.48542 0.73626 -0.76671 0.08
H -0.94553 -0.62974 -2.88293 0.09
```

Properties
Structure (SMILES): COC/C(C)=N\O
HOMO-LUMO gap in hartree: 0.3920
Molecular weight in g/mol: 103.12
Relative energy (zero: lowest compared OMol25 entry of this formula, charge and spin) in eV: 3.180
E_HOMO in eV: -9.72

***

The following is a DFT calculation (the ωB97M-V functional and the def2-TZVPD basis) of a single C4H9NO2 molecule.

The geometry in XYZ format:
```
16
Properties=species:S:1:pos:R:3:lowdin_charge:R:1
C 0.21538 -1.09539 -2.12393 -0.09
C 0.74591 -0.33284 -0.93452 -0.26
N -0.32836 0.12097 -0.10012 0.00
C -0.74970 -0.57417 1.00580 -0.58
O -0.83618 -1.77327 1.09783 0.12
O -1.02253 0.28335 2.02387 -0.03
C -0.17230 1.45779 2.03399 -0.06
H -0.45439 -0.44180 -2.69434 0.07
H 1.01936 -1.43941 -2.77541 0.07
H -0.35954 -1.94714 -1.74932 0.08
H 1.39778 -0.95228 -0.30894 0.13
H 1.33897 0.54533 -1.22812 0.12
H -0.93044 0.86117 -0.41738 0.15
H -0.63959 2.11435 2.75601 0.09
H 0.84404 1.16440 2.32431 0.10
H -0.06841 2.00893 1.09027 0.08
```

Properties
Structure (SMILES): CCNC(=O)OC
HOMO-LUMO gap in hartree: 0.3753
Molecular weight in g/mol: 103.12
Relative energy (zero: lowest compared OMol25 entry of this formula, charge and spin) in eV: 1.436
E_HOMO in eV: -9.46

***

The following is a DFT calculation (the ωB97M-V functional and the def2-TZVPD basis) of a single C4H9NO2 molecule.

The geometry in XYZ format:
```
16
Properties=species:S:1:pos:R:3:lowdin_charge:R:1
N 2.09351 0.25894 1.03755 0.15
C 0.99706 -0.55604 1.14407 -0.55
O 0.55297 -0.92436 2.21636 0.05
C 0.39249 -1.04788 -0.16685 -0.12
C -1.09213 -0.67620 -0.26812 -0.18
C -1.30794 0.67886 -0.92208 -0.27
O -0.44814 1.62202 -0.30333 -0.07
H 2.36716 0.72217 1.89185 0.11
H 2.20977 0.79515 0.19470 0.09
H 0.94611 -0.68616 -1.04279 0.11
H 0.49514 -2.13802 -0.14304 0.12
H -1.63495 -1.42556 -0.85609 0.12
H -1.51895 -0.68616 0.74149 0.12
H -1.08031 0.60045 -1.99742 0.12
H -2.36148 0.97922 -0.82168 0.12
H -0.61031 2.48357 -0.70461 0.09
```

Properties
Structure (SMILES): NC(=O)CCCO
HOMO-LUMO gap in hartree: 0.3766
Molecular weight in g/mol: 103.12
Relative energy (zero: lowest compared OMol25 entry of this formula, charge and spin) in eV: 0.588
E_HOMO in eV: -9.57